Entry from OMol25: C50H62BFN6O6PSn as an isolated structure (ωB97M-V/def2-TZVPD).

Computed properties:
Kohn-Sham gap: 0.165 hartree
E_tot: -3402.7812 a.u.
HOMO level: -0.28728 Eh
Net charge: +1
Largest force on an atom: 0.3 eV/Å

Geometry (Å):
Sn -0.0344 1.2983 -0.7229
C 1.7541 -2.0658 6.3062
C 2.7296 -1.6142 5.2330
N 2.0729 -1.4034 3.9374
C 1.6849 -0.1575 3.6046
C 1.0545 0.2007 2.4492
C 0.6838 1.6696 2.3332
O 0.9544 2.4080 3.2560
O 0.0548 2.0104 1.2553
C 0.7925 -0.8075 1.4789
O 0.3061 -0.6425 0.3388
C 1.1651 -2.1691 1.8580
C 0.9142 -3.2063 0.9556
C 1.2671 -4.4810 1.2812
F 0.9753 -5.4842 0.4091
C 1.9015 -4.8017 2.4884
C 2.1624 -3.7709 3.3740
C 1.7969 -2.4504 3.0769
N 2.3010 -6.1149 2.8359
C 1.7908 -6.7055 4.0514
C 0.5998 -7.6175 3.7779
N 1.0288 -8.6744 2.7907
C 1.5440 -8.0665 1.5069
C 2.6744 -7.1048 1.8527
H 2.2765 -2.2086 7.2517
H 1.2696 -3.0053 6.0360
H 0.9767 -1.3172 6.4566
H 3.5448 -2.3243 5.0974
H 3.1953 -0.6687 5.5031
H 1.9039 0.6291 4.3171
H 0.4342 -2.9883 0.0099
H 2.6915 -4.0032 4.2864
H 1.4817 -5.9339 4.7523
H 2.5830 -7.2863 4.5415
H -0.2217 -7.0750 3.3108
H 0.2449 -8.1266 4.6726
H 0.2532 -9.3066 2.5902
H 1.7655 -9.2444 3.2147
H 0.6996 -7.5538 1.0543
H 1.8724 -8.8831 0.8662
H 3.0382 -6.6330 0.9438
H 3.5108 -7.6866 2.2640
C 4.6542 3.9698 0.8829
C 3.3539 4.2829 0.5106
C 2.5460 3.3376 -0.0948
C 3.0055 2.0388 -0.3317
C 4.3223 1.7309 0.0321
C 5.1247 2.6892 0.6306
N 2.1375 1.1225 -0.9319
N 2.7170 -0.0694 -1.2257
C 2.0874 -0.9319 -1.9289
C 2.6156 -2.2725 -2.0919
C 1.7912 -3.2897 -2.3896
C 0.3709 -3.0417 -2.5613
C -0.0711 -1.7816 -2.6511
N 0.8118 -0.6839 -2.5525
H 5.2888 4.7114 1.3489
H 2.9617 5.2771 0.6840
H 1.5401 3.6244 -0.3835
H 4.7071 0.7422 -0.1665
H 6.1414 2.4273 0.8993
H 3.6730 -2.4109 -1.9091
H 2.1718 -4.2984 -2.4891
H -0.3278 -3.8611 -2.6585
H -1.1065 -1.5177 -2.8285
C 0.4657 3.3479 -3.8994
C 1.0424 2.2233 -4.7492
C 2.1324 2.7451 -5.6646
O 1.6394 1.2727 -3.8261
B 0.6990 0.3182 -3.6040
O -0.3919 0.3844 -4.4298
C -0.0525 1.3652 -5.4560
C 0.4717 0.5809 -6.6491
C -1.3012 2.1349 -5.8373
H 1.2649 3.7518 -3.2763
H -0.3297 2.9862 -3.2401
H 0.0667 4.1536 -4.5167
H 2.8372 3.3392 -5.0833
H 1.7097 3.3843 -6.4420
H 2.6782 1.9312 -6.1361
H 1.3586 0.0037 -6.3845
H 0.7239 1.2414 -7.4786
H -0.3010 -0.1120 -6.9822
H -1.7531 2.6229 -4.9786
H -2.0320 1.4534 -6.2733
H -1.0613 2.8956 -6.5829
C -2.6966 -1.7311 0.3579
C -3.6703 -1.3696 -0.7383
O -3.2048 -0.2155 -1.4006
C -3.9765 0.1020 -2.5429
C -3.5187 1.4452 -3.0567
H -3.0476 -2.6117 0.9007
H -2.5936 -0.9060 1.0639
H -1.7154 -1.9453 -0.0644
H -4.6723 -1.1786 -0.3296
H -3.7602 -2.2014 -1.4531
H -5.0411 0.1225 -2.2738
H -3.8420 -0.6776 -3.3071
H -3.7263 2.2234 -2.3221
H -4.0315 1.6920 -3.9881
H -2.4462 1.4211 -3.2487
C -3.2445 5.8276 -1.0468
P -2.4318 4.2993 -0.4254
C -1.7121 4.9487 1.1272
C -0.4041 5.4229 1.0670
C 0.2072 5.9666 2.1859
C -0.4804 6.0302 3.3876
C -1.7844 5.5625 3.4595
C -2.3987 5.0319 2.3355
C -3.8380 3.3105 0.1840
C -5.1344 3.4672 -0.2990
C -6.1524 2.6124 0.1058
C -5.8897 1.5968 1.0107
C -4.6002 1.4345 1.5029
C -3.5805 2.2711 1.0821
H -3.9565 6.2466 -0.3339
H -3.7430 5.6434 -1.9988
H -2.4518 6.5560 -1.2208
H 0.1466 5.3604 0.1344
H 1.2265 6.3242 2.1252
H 0.0007 6.4365 4.2675
H -2.3280 5.6127 4.3945
H -3.4181 4.6728 2.4058
H -5.3616 4.2637 -0.9964
H -7.1550 2.7526 -0.2780
H -6.6862 0.9404 1.3379
H -4.3901 0.6495 2.2196
H -2.5746 2.1369 1.4680

Results of the Löwdin charge analysis, in e, for atoms 1 through 99: number 1, Sn, carries 1.370; number 2, C, carries -0.057; number 3, C, carries -0.177; number 4, N, carries -0.020; number 5, C, carries 0.055; number 6, C, carries -0.002; number 7, C, carries -0.571; number 8, O, carries 0.084; number 9, O, carries -0.236; number 10, C, carries -0.259; number 11, O, carries -0.146; number 12, C, carries -0.023; number 13, C, carries 0.097; number 14, C, carries -0.174; number 15, F, carries 0.048; number 16, C, carries -0.145; number 17, C, carries 0.062; number 18, C, carries -0.110; number 19, N, carries -0.090; number 20, C, carries -0.136; number 21, C, carries -0.073; number 22, N, carries 0.060; number 23, C, carries -0.081; number 24, C, carries -0.132; number 25, H, carries 0.084; number 26, H, carries 0.065; number 27, H, carries 0.087; number 28, H, carries 0.117; number 29, H, carries 0.129; number 30, H, carries 0.153; number 31, H, carries 0.112; number 32, H, carries 0.116; number 33, H, carries 0.131; number 34, H, carries 0.138; number 35, H, carries 0.145; number 36, H, carries 0.139; number 37, H, carries 0.184; number 38, H, carries 0.182; number 39, H, carries 0.125; number 40, H, carries 0.141; number 41, H, carries 0.144; number 42, H, carries 0.138; number 43, C, carries -0.108; number 44, C, carries -0.085; number 45, C, carries -0.066; number 46, C, carries -0.287; number 47, C, carries -0.041; number 48, C, carries -0.102; number 49, N, carries -0.156; number 50, N, carries 0.088; number 51, C, carries -0.307; number 52, C, carries -0.012; number 53, C, carries -0.100; number 54, C, carries -0.090; number 55, C, carries -0.066; number 56, N, carries 0.084; number 57, H, carries 0.095; number 58, H, carries 0.092; number 59, H, carries 0.066; number 60, H, carries 0.089; number 61, H, carries 0.097; number 62, H, carries 0.113; number 63, H, carries 0.097; number 64, H, carries 0.104; number 65, H, carries 0.126; number 66, C, carries -0.009; number 67, C, carries -0.445; number 68, C, carries 0.004; number 69, O, carries 0.157; number 70, B, carries -0.841; number 71, O, carries 0.140; number 72, C, carries -0.445; number 73, C, carries -0.002; number 74, C, carries -0.003; number 75, H, carries 0.098; number 76, H, carries 0.048; number 77, H, carries 0.099; number 78, H, carries 0.098; number 79, H, carries 0.099; number 80, H, carries 0.089; number 81, H, carries 0.100; number 82, H, carries 0.094; number 83, H, carries 0.097; number 84, H, carries 0.068; number 85, H, carries 0.098; number 86, H, carries 0.102; number 87, C, carries -0.063; number 88, C, carries -0.289; number 89, O, carries -0.206; number 90, C, carries -0.269; number 91, C, carries -0.058; number 92, H, carries 0.080; number 93, H, carries 0.071; number 94, H, carries 0.046; number 95, H, carries 0.116; number 96, H, carries 0.120; number 97, H, carries 0.121; number 98, H, carries 0.120; number 99, H, carries 0.050